Formula: C6H10N5O
Source: the OMol25 dataset
Level of theory: wB97M-V/def2-TZVPD

Calculated values
SMILES string: C[N+]1=C(O)N(N)c2nc[nH]c2C1
Energy relative to the best compared isomer or geometry (same formula, charge and spin) in eV: 0.415
HOMO level in eV: -12.5521
Strongest force on any atom in Eh/bohr: 0.14073

The geometry in ORCA input format:
```
! RIJCOSX wB97M-V def2-TZVPD def2/J DEFGRID3
* xyz 1 1
O 0.382 1.649 1.924
N -0.699 0.782 0.083
N 1.133 -0.217 1.141
N 2.037 -2.306 -0.258
N 2.112 -0.212 2.077
N 0.504 -2.225 -1.903
C 0.282 0.783 0.954
C 1.516 -2.844 -1.343
C -1.758 1.735 0.299
C 1.203 -1.200 -0.091
C -0.887 -0.117 -1.107
C 0.255 -1.136 -1.129
H 2.027 -3.741 -1.849
H -0.935 0.600 -1.959
H -1.851 1.997 1.395
H 2.018 -1.062 2.567
H -2.756 1.206 -0.019
H 3.100 -0.045 1.673
H 1.231 1.450 2.469
H -1.849 -0.465 -1.043
H 0.011 -2.385 -2.814
H -1.535 2.728 -0.199
*
```

So, what does the Löwdin scheme give us? The charges, in e, come out as: 0.151 -0.055 -0.038 0.130 0.092 0.110 -0.355 -0.216 -0.017 -0.101 -0.007 -0.154 0.168 0.148 0.114 0.108 0.143 0.178 0.174 0.091 0.209 0.126

Formula: C6H10NO
Source: the OMol25 dataset
Level of theory: wB97M-V/def2-TZVPD

Calculated values
Energy relative to the best compared isomer or geometry (same formula, charge and spin) in eV: 4.243
HOMO level in eV: -15.4033
Strongest force on any atom in Eh/bohr: 0.09385

The geometry in ORCA input format:
```
! RIJCOSX wB97M-V def2-TZVPD def2/J DEFGRID3
* xyz 1 1
O 1.863 1.576 -0.440
N 0.919 -0.486 0.014
C 3.234 -1.419 -0.005
C -1.387 -1.311 -0.513
C 3.338 -0.187 0.351
C 1.947 0.393 0.018
C -0.951 0.916 0.598
C -0.484 -0.094 -0.452
H -2.395 -1.107 -0.113
H -0.456 0.546 -1.409
H 2.536 2.170 -0.063
H -0.716 0.639 1.627
H 3.994 0.446 0.922
H 1.087 -1.474 0.202
H -1.535 -1.769 -1.478
H -0.522 1.982 0.437
H -0.939 -2.165 -0.033
H -2.020 1.095 0.459
*
```

So, what does the Löwdin scheme give us? The charges, in e, come out as: 0.214 0.152 0.302 -0.035 -0.075 -0.326 -0.069 -0.334 0.104 0.176 0.181 0.092 0.130 0.130 0.085 0.109 0.077 0.088

Formula: C6H10NO6PS
Source: the OMol25 dataset
Level of theory: wB97M-V/def2-TZVPD

Calculated values
HOMO level in eV: -1.2074
Strongest force on any atom in Eh/bohr: 0.09493

The geometry in ORCA input format:
```
! RIJCOSX wB97M-V def2-TZVPD def2/J DEFGRID3
* xyz -2 1
S 2.203 2.303 -0.646
P 1.452 -2.093 0.022
O 2.347 -2.492 -1.108
O 2.012 -1.458 1.215
O -3.032 0.772 0.258
O -4.502 0.557 -1.452
O -5.099 1.723 0.366
O 0.099 -2.956 0.237
N -0.667 -0.479 1.508
C -4.330 1.053 -0.348
C -0.165 -1.687 -0.504
C 1.530 1.886 1.021
C -1.082 -0.762 0.220
C 2.858 0.712 -1.215
C -2.113 -0.184 -0.340
H -1.471 -0.176 2.108
H 1.903 2.673 1.686
H 1.627 0.773 1.085
H -2.404 -0.503 -1.379
H 0.004 -1.152 1.868
H 1.947 0.128 -1.268
H -0.394 -1.879 -1.495
H 3.209 0.955 -2.126
H 0.415 2.117 0.914
H 3.655 0.167 -0.628
*
```

So, what does the Löwdin scheme give us? The charges, in e, come out as: 0.666 0.246 -0.374 -0.341 -0.056 -0.047 -0.072 -0.197 0.081 -0.793 -0.267 -0.408 -0.367 -0.443 -0.078 0.114 0.004 0.009 0.121 0.052 -0.003 0.087 -0.040 0.036 0.072

Formula: C6H10NS
Source: the OMol25 dataset
Level of theory: wB97M-V/def2-TZVPD

Calculated values
Energy relative to the best compared isomer or geometry (same formula, charge and spin) in eV: 4.320
HOMO level (alpha / beta) in eV: -12.1480 / -12.3742
Strongest force on any atom in Eh/bohr: 0.10424

The geometry in ORCA input format:
```
! RIJCOSX wB97M-V def2-TZVPD def2/J DEFGRID3
* xyz 1 1
S 1.324 -1.015 0.574
N -0.067 0.824 -1.551
C 0.492 1.998 -0.719
C 0.185 0.134 1.161
C 0.178 1.583 0.785
C -1.147 0.766 0.607
C -1.222 0.330 -0.720
C 1.018 -2.594 1.347
H 1.414 2.136 -1.043
H -2.007 0.654 1.142
H -0.188 2.801 -0.850
H 0.306 2.277 1.618
H 0.487 -2.312 2.263
H -1.979 -0.406 -1.044
H 0.607 -0.025 -1.563
H 0.198 -3.043 0.851
H 1.906 -3.106 1.633
H -0.495 1.204 -2.411
*
```

So, what does the Löwdin scheme give us? The charges, in e, come out as: 0.924 0.057 -0.007 -0.363 -0.143 -0.212 -0.027 -0.339 0.081 0.113 0.131 0.160 0.053 0.151 0.149 0.032 0.047 0.192

Formula: C6H10O
Source: the OMol25 dataset
Level of theory: wB97M-V/def2-TZVPD

Calculated values
SMILES string: CO[C@@H]1[C@@H]2CC[C@@H]21
Energy relative to the best compared isomer or geometry (same formula, charge and spin) in eV: 2.076
HOMO level in eV: -9.4724
Strongest force on any atom in Eh/bohr: 0.00927

The geometry in ORCA input format:
```
! RIJCOSX wB97M-V def2-TZVPD def2/J DEFGRID3
* xyz 0 1
O -1.475 0.411 0.138
C 1.153 -0.893 1.152
C 0.816 0.588 1.251
C 0.983 0.700 -0.314
C 1.178 -0.818 -0.385
C -1.732 0.314 -1.247
C -0.275 1.075 0.373
H -0.370 2.164 0.454
H -0.781 0.320 -1.788
H 1.123 1.184 2.109
H 1.488 1.381 -0.998
H 2.148 -1.084 -0.811
H 2.168 -1.046 1.529
H -2.238 -0.636 -1.437
H 0.404 -1.403 -0.894
H 0.483 -1.615 1.624
H -2.340 1.141 -1.633
*
```

So, what does the Löwdin scheme give us? The charges, in e, come out as: -0.112 -0.137 -0.126 -0.162 -0.139 -0.101 -0.324 0.157 0.076 0.128 0.131 0.107 0.109 0.092 0.103 0.107 0.089

Formula: C6H10O
Source: the OMol25 dataset
Level of theory: wB97M-V/def2-TZVPD

Calculated values
Energy relative to the best compared isomer or geometry (same formula, charge and spin) in eV: 3.827
HOMO level in eV: -9.1939
Strongest force on any atom in Eh/bohr: 0.00568

The geometry in ORCA input format:
```
! RIJCOSX wB97M-V def2-TZVPD def2/J DEFGRID3
* xyz 0 1
O 0.071 2.185 0.556
C 0.418 0.920 0.394
C 0.120 -1.440 -0.072
C 1.245 -0.832 -0.872
C -1.835 0.194 -0.307
C -0.608 -0.217 0.514
C 1.423 0.463 -0.605
H 2.173 1.132 -1.010
H -1.586 0.274 -1.372
H 0.532 -2.088 0.715
H 0.817 1.618 1.495
H -2.629 -0.551 -0.198
H 1.230 0.716 1.678
H 1.845 -1.412 -1.568
H -0.899 -0.357 1.558
H -0.535 -2.066 -0.688
H -2.202 1.168 0.027
*
```

So, what does the Löwdin scheme give us? The charges, in e, come out as: -0.119 -0.515 -0.145 -0.051 -0.052 -0.303 -0.022 0.119 0.093 0.120 0.169 0.082 0.174 0.111 0.143 0.116 0.080

Formula: C6H10O
Source: the OMol25 dataset
Level of theory: wB97M-V/def2-TZVPD

Calculated values
SMILES string: C[C@H]1CC=CCO1
Energy relative to the best compared isomer or geometry (same formula, charge and spin) in eV: 0.359
HOMO level in eV: -9.3353
Strongest force on any atom in Eh/bohr: 0.01058

The geometry in ORCA input format:
```
! RIJCOSX wB97M-V def2-TZVPD def2/J DEFGRID3
* xyz 0 1
O -0.108 -1.105 -0.505
C 0.551 0.145 -0.664
C 0.497 0.495 -2.137
C -0.354 -0.613 1.860
C -0.100 1.217 0.209
C 0.000 -1.635 0.802
C -0.315 0.693 1.598
H -0.693 -2.480 0.855
H 0.491 2.144 0.201
H -1.095 1.467 -0.192
H 1.015 -2.063 0.938
H -0.568 1.389 2.390
H 0.961 1.472 -2.303
H 1.598 0.040 -0.335
H -0.545 0.543 -2.473
H 1.021 -0.258 -2.732
H -0.714 -0.946 2.830
*
```

So, what does the Löwdin scheme give us? The charges, in e, come out as: -0.113 -0.418 -0.043 -0.073 -0.150 -0.203 -0.100 0.121 0.121 0.128 0.127 0.099 0.083 0.153 0.087 0.082 0.100

Formula: C6H10O
Source: the OMol25 dataset
Level of theory: wB97M-V/def2-TZVPD

Calculated values
SMILES string: C/C=C/C=C(/C)O
Energy relative to the best compared isomer or geometry (same formula, charge and spin) in eV: 1.286
HOMO level in eV: -7.9781
Strongest force on any atom in Eh/bohr: 0.05709

The geometry in ORCA input format:
```
! RIJCOSX wB97M-V def2-TZVPD def2/J DEFGRID3
* xyz 0 1
O 0.601 -1.611 1.698
C -0.849 1.622 -0.706
C 1.584 -2.625 -0.195
C -0.153 0.835 0.120
C 1.033 -1.353 0.410
C -1.840 2.621 -0.196
C 0.563 -0.354 -0.346
H -2.536 3.010 -0.938
H 0.675 -0.802 2.221
H 2.339 -2.493 -0.957
H -0.611 1.624 -1.763
H -2.479 2.072 0.495
H -1.413 3.436 0.387
H -0.661 0.689 1.082
H 1.023 -0.301 -1.327
H 2.017 -3.228 0.604
H 0.707 -3.140 -0.588
*
```

So, what does the Löwdin scheme give us? The charges, in e, come out as: 0.014 -0.163 -0.034 -0.120 -0.380 -0.111 -0.084 0.068 0.102 0.075 0.100 0.069 0.076 0.110 0.113 0.078 0.088

- Among the records above, which one has the highest strongest force on any atom?
  C6H10N5O